(1)
DFT (ωB97M-V/def2-TZVPD) results for a cluster of 12 separate species, C45H114N18O12 in total at a distorted geometry.

Last column: Löwdin charge in e.
Element x y z (Å)
C 1.033 1.005 4.714  -0.49
C -0.121 3.081 -4.275  -0.14
H 3.331 -3.851 1.155  0.05
H 2.680 -0.040 -6.111  0.08
C -3.784 1.734 0.913  -0.10
C 9.699 -0.403 1.186  -0.04
H -5.200 -3.047 1.452  0.08
C -0.609 0.453 -0.536  -0.40
H 2.418 -2.937 -2.838  0.09
H -3.206 -0.974 -4.215  0.06
N 7.532 0.188 0.053  -0.13
C 2.364 1.983 2.725  -0.15
H -0.107 2.924 -6.987  0.08
O -0.329 4.230 1.759  0.01
H 2.436 2.076 1.641  0.09
N 0.499 0.784 -4.731  -0.13
H 8.622 -2.981 0.677  0.12
O -8.286 -3.709 -0.179  -0.24
H 2.349 0.493 7.113  0.10
C 2.350 -0.198 -3.527  -0.03
H -2.342 0.631 -5.087  0.07
C -3.745 -1.153 3.798  -0.64
H 4.457 -0.948 4.611  0.06
C 0.334 4.492 0.762  -0.70
H 1.625 -0.481 -2.764  0.05
H -8.056 -1.451 -4.714  0.08
N -2.294 3.715 -1.393  0.21
C 2.130 2.305 -3.626  -0.12
N -3.553 2.158 -2.385  0.16
C 6.220 1.085 -1.839  -0.04
H 5.606 1.021 -2.740  0.07
H -5.661 -0.458 -2.954  0.11
O -4.812 -0.563 3.612  -0.03
H -6.931 -3.060 -2.402  0.11
O 3.962 -4.379 -0.594  -0.01
H -0.362 -0.074 6.025  0.08
H 10.339 -0.228 0.322  0.08
C -0.073 -0.064 4.973  -0.04
C 3.641 1.033 4.829  -0.48
O 2.269 -0.208 6.449  0.00
H 0.008 -1.474 -1.375  0.06
H 4.422 2.118 3.182  0.12
C -7.339 -2.460 1.737  -0.38
C 3.642 1.367 3.323  -0.12
C 1.122 1.183 3.201  -0.14
C 6.938 -1.267 -1.718  -0.14
H -6.615 -1.578 3.322  0.03
H 3.260 0.133 -3.020  0.07
C -7.406 1.905 2.737  -0.69
H -1.588 2.164 -7.049  0.08
H -3.206 -2.655 -3.447  0.08
C -3.591 -1.994 -4.230  -0.11
H -3.302 -2.567 -5.113  0.09
H 1.371 0.164 -1.010  0.04
C 7.438 -1.143 2.063  -0.03
H -0.612 3.955 -4.708  0.12
H 2.229 3.034 2.995  0.11
H -1.749 4.559 -1.426  0.11
H 7.677 -3.214 -1.691  0.11
O -8.053 0.898 2.465  0.02
H -3.336 1.501 -1.636  0.08
H 9.642 0.520 1.767  0.07
H -5.055 -1.889 -2.151  0.11
H -3.062 -0.963 1.832  0.08
H -6.096 -2.512 0.008  0.04
C -1.897 1.492 -4.580  -0.06
H -4.057 1.214 1.832  0.06
H 0.375 1.948 2.970  0.10
C 4.713 -0.039 5.156  -0.01
H -5.805 0.866 3.492  0.05
N 4.191 -4.528 -2.863  0.17
H 5.708 0.232 4.800  0.08
H 4.874 -5.248 -2.690  0.11
C 7.313 -2.518 -0.930  -0.19
H -4.007 -1.514 5.730  0.12
H -5.418 -1.347 0.982  0.06
H 4.861 0.154 0.694  0.07
C 6.406 -0.103 -0.874  -0.47
C -0.583 1.993 -6.661  -0.01
H -4.681 2.052 0.382  0.10
H 4.079 -4.209 -3.807  0.10
C -0.863 -0.986 -0.939  -0.02
H 0.844 2.591 0.048  0.04
C 3.624 -4.066 -1.741  -0.70
N 2.744 -3.096 -1.897  0.19
H -1.328 0.591 1.476  0.11
H -2.464 -2.097 5.130  0.10
H -7.492 -4.591 1.518  0.13
H -0.377 2.673 5.060  0.09
H -7.839 -2.088 -1.077  0.02
N 2.318 0.518 5.259  -0.16
C 3.857 2.325 5.594  -0.05
H -1.937 1.202 -3.529  0.06
H 1.654 2.149 -2.656  0.10
H 7.864 -0.938 -2.195  0.12
N -6.197 1.786 3.326  0.15
H 9.423 -2.131 -0.578  0.11
H -1.157 -1.537 -0.040  0.08
H -8.911 -2.556 -3.656  0.06
N -7.880 3.168 2.710  0.15
H -8.993 -4.766 -1.762  0.09
H 4.902 2.638 5.684  0.09
N -7.090 -2.463 3.189  0.03
C -0.475 1.810 -5.135  -0.42
H 7.184 1.368 -2.266  0.09
H 0.931 0.284 2.618  0.09
H 1.636 3.568 -5.365  0.11
H 0.040 6.535 0.666  0.11
C -2.806 3.270 -2.558  -0.70
C -5.910 -2.316 1.067  -0.04
H 0.306 -1.063 4.757  0.07
H -0.996 0.168 4.440  0.07
H 6.271 -1.561 -2.532  0.12
H 3.165 2.642 -3.619  0.12
O 2.116 -1.678 1.049  0.01
H -4.132 1.851 -3.149  0.11
C -7.047 -2.049 -2.810  -0.42
H 1.655 3.962 -0.657  0.09
C 8.470 -2.179 -0.049  -0.14
H -2.320 3.127 -0.585  0.05
H 0.976 5.918 -0.591  0.09
H -8.513 -5.730 -0.270  0.09
H 5.777 1.894 -1.256  0.08
H 10.210 -1.067 1.885  0.09
H 0.451 2.184 6.525  0.09
N -2.874 -1.257 2.776  0.19
C 1.888 1.007 -4.409  -0.51
N 0.811 0.593 -0.287  0.06
H -7.327 3.878 3.153  0.09
H 4.207 -0.263 -0.895  0.06
N -7.787 -1.336 -1.764  0.05
N 3.163 -3.422 2.052  0.17
H -7.616 -3.186 -4.638  0.07
H 6.400 -1.255 1.756  0.07
C 8.289 -0.864 0.792  -0.46
H 1.005 -0.007 0.511  0.04
C 2.507 -2.230 2.073  -0.64
H 7.752 -2.015 2.641  0.08
C -5.593 -1.548 -3.039  -0.19
H 2.293 -2.531 -1.195  0.08
H -1.657 -1.167 -1.662  0.07
N -3.330 -1.608 4.993  0.19
H -2.606 2.314 -4.683  0.07
H 6.550 -3.042 -0.353  0.11
H 2.632 -1.076 -4.108  0.07
H -10.037 -4.841 -0.341  0.09
C -8.086 -3.725 1.211  -0.20
H -0.081 1.220 -7.243  0.07
C 5.032 -0.442 -0.202  -0.01
H 1.535 4.330 -3.750  0.11
C 1.333 3.424 -4.326  -0.18
H 1.302 3.046 5.216  0.06
O -2.649 3.846 -3.626  -0.01
H 0.454 -0.522 -6.044  0.09
H -2.105 -1.902 2.871  0.11
H -1.236 2.097 0.888  0.10
N 0.546 5.746 0.301  0.15
H 2.692 -2.414 4.109  0.10
H 3.789 1.093 -5.490  0.09
H 3.157 -3.911 2.925  0.09
H 7.504 -0.327 2.789  0.07
H -8.754 -1.321 -2.069  0.06
H 4.801 -0.302 6.209  0.08
H 7.129 1.270 1.453  0.08
N 1.000 3.588 0.005  0.17
C 2.722 0.967 -5.683  -0.03
O -2.871 0.992 0.163  -0.23
H 2.060 -0.898 3.579  0.04
H -3.342 2.702 1.179  0.09
O 0.119 -0.499 -5.135  0.01
C -8.997 -4.841 -0.677  -0.07
H -5.828 2.628 3.731  0.10
N 2.371 -1.829 3.364  0.18
C -1.495 1.101 0.515  -0.18
C 0.564 2.276 5.445  -0.02
H 3.832 0.435 2.786  0.09
H -0.800 1.010 -1.462  0.12
H -7.943 -2.450 3.735  0.07
H 4.937 -1.512 -0.012  0.06
H 2.396 1.621 -6.492  0.08
H -7.946 -1.580 1.511  0.12
H -9.013 -3.685 1.792  0.13
H 3.628 2.205 6.660  0.08
H -8.805 3.336 2.357  0.11
C -7.926 -2.315 -4.061  -0.05
H 3.329 3.252 5.370  0.08
O -4.998 -1.969 -4.256  -0.18
O 7.502 1.498 0.589  0.00
H -0.459 2.938 -3.249  0.10

Properties
**Orbital gap**: 8.159 eV
**2S+1**: 1
**E_LUMO**: 0.30 eV
**Energy above the lowest of the compared OMol25 structures with the same formula, charge and spin**: 0.00 kcal per mole
**HOMO level**: -7.9 eV

=====

(2)
DFT (ωB97M-V/def2-TZVPD) results for a cluster of 11 separate species, C45H118N6O14 in total at a distorted geometry.

Last column: Löwdin charge in e.
Element x y z (Å)
O 11.872 -24.890 -17.585  -0.07
H 8.574 -26.944 -15.414  0.08
H 9.086 -22.670 -14.369  0.01
C 8.811 -16.013 -15.840  -0.02
C 13.774 -15.249 -14.556  -0.18
H 13.665 -22.932 -12.065  0.07
C 9.975 -16.337 -10.300  -0.09
H 6.568 -21.845 -19.443  0.11
H 11.397 -21.518 -11.837  0.11
C 15.225 -19.844 -17.162  -0.22
H 8.979 -13.178 -16.526  0.08
H 7.115 -25.523 -13.974  0.08
H 10.789 -17.042 -10.130  0.07
H 13.070 -21.714 -14.117  0.06
C 9.248 -24.441 -12.505  -0.03
O 8.529 -22.517 -13.603  -0.07
O 12.991 -21.677 -10.446  -0.17
C 11.622 -17.916 -13.133  -0.04
H 13.946 -29.529 -14.504  0.08
C 12.930 -24.748 -18.541  -0.45
C 10.101 -22.089 -19.252  -0.03
H 14.308 -21.212 -11.966  0.08
H 13.641 -20.817 -20.845  0.11
C 13.843 -23.566 -18.000  -0.02
H 10.117 -24.490 -13.162  0.05
H 9.565 -14.060 -17.970  0.07
C 8.041 -17.137 -19.642  -0.06
H 7.037 -26.515 -17.169  0.09
H 13.563 -19.863 -18.447  0.09
C 13.219 -16.658 -14.383  -0.24
H 7.515 -26.564 -18.910  0.08
H 8.891 -28.123 -17.776  0.14
C 7.358 -24.485 -14.200  -0.06
H 10.393 -22.392 -20.258  0.08
N 15.206 -20.765 -19.433  -0.04
C 14.186 -28.466 -14.479  -0.05
H 9.059 -16.735 -15.061  0.07
C 9.785 -13.785 -16.939  -0.02
C 7.558 -22.297 -19.503  -0.14
H 12.279 -27.883 -15.234  0.12
O 7.574 -22.588 -20.944  -0.21
H 17.424 -13.249 -14.549  0.08
H 12.886 -12.522 -15.041  0.12
H 13.535 -25.640 -13.596  0.08
H 8.531 -16.499 -16.774  0.04
C 6.433 -23.304 -21.410  -0.11
H 12.042 -18.048 -16.878  0.07
H 15.424 -22.570 -15.425  0.07
H 7.980 -17.993 -10.567  0.12
H 16.975 -12.926 -12.958  0.08
H 13.906 -17.160 -13.702  0.12
H 14.084 -26.395 -17.689  0.08
N 10.257 -22.617 -15.788  0.08
C 15.019 -12.830 -15.618  -0.20
C 5.797 -18.302 -18.947  -0.13
H 5.095 -18.464 -16.369  0.09
H 8.026 -24.503 -15.062  0.06
C 14.642 -19.749 -18.544  -0.20
H 15.272 -22.343 -24.890  0.09
H 9.728 -22.143 -16.506  0.04
C 5.595 -19.338 -16.785  -0.11
H 16.719 -21.496 -15.793  0.09
H 10.580 -15.349 -14.202  0.06
H 10.172 -27.526 -15.742  0.07
C 15.354 -21.755 -21.633  -0.22
H 12.214 -20.057 -11.511  0.09
H 5.532 -17.378 -18.432  0.12
H 6.486 -23.427 -22.492  0.08
H 10.926 -15.562 -16.453  0.11
H 7.514 -23.233 -18.945  0.11
C 16.764 -12.597 -13.976  -0.11
C 11.710 -20.574 -16.220  -0.18
H 10.891 -21.477 -18.817  0.06
H 12.220 -25.619 -14.514  0.07
C 15.647 -21.517 -15.596  -0.11
H 10.254 -17.864 -17.262  0.07
H 14.448 -23.789 -17.121  0.07
H 16.418 -21.844 -21.412  0.12
H 8.547 -17.664 -18.833  0.05
H 14.537 -23.220 -18.766  0.05
H 11.432 -18.825 -18.278  0.09
H 8.893 -25.464 -12.379  0.07
H 7.736 -16.134 -19.345  0.08
H 16.308 -19.855 -17.280  0.12
O 14.810 -21.102 -16.650  -0.22
H 10.661 -13.149 -17.065  0.06
C 14.716 -20.639 -20.817  -0.20
H 12.135 -14.485 -15.499  0.03
H 13.257 -22.698 -17.696  0.05
H 11.561 -20.579 -8.957  0.13
H 16.745 -22.488 -23.879  0.08
H 5.547 -22.693 -21.234  0.08
N 8.553 -20.931 -17.760  0.06
H 9.990 -23.029 -18.713  0.07
H 14.915 -22.691 -21.287  0.11
H 12.910 -26.749 -18.977  0.08
H 7.351 -18.950 -20.422  0.12
H 7.928 -15.515 -15.441  0.08
H 9.591 -23.914 -11.615  0.07
C 11.905 -20.987 -11.033  -0.22
H 14.783 -19.676 -21.324  0.12
H 15.154 -21.720 -19.110  0.06
H 11.962 -23.044 -13.751  0.06
C 9.075 -27.072 -17.556  -0.46
C 12.287 -22.351 -14.527  -0.05
H 12.261 -18.137 -12.278  0.08
C 13.197 -26.102 -14.524  -0.05
H 14.882 -22.379 -10.935  0.08
H 7.979 -25.244 -17.896  0.07
H 12.885 -22.929 -15.232  0.07
H 12.917 -27.605 -12.529  0.09
H 6.437 -23.966 -14.463  0.09
H 7.306 -23.464 -12.370  0.13
H 9.526 -19.828 -10.939  0.11
C 15.656 -22.453 -23.875  -0.13
C 10.057 -15.040 -16.054  -0.45
C 11.153 -21.634 -15.259  -0.40
H 6.238 -19.687 -15.977  0.09
H 15.529 -13.641 -16.137  0.12
C 12.942 -27.582 -14.423  -0.54
H 10.618 -21.111 -14.466  0.13
H 15.159 -11.872 -16.118  0.11
H 14.751 -18.717 -18.878  0.13
C 7.828 -26.323 -17.894  -0.06
H 14.808 -28.240 -15.346  0.07
O 12.309 -27.836 -13.235  -0.03
O 15.091 -21.476 -23.023  -0.18
C 9.416 -26.826 -16.096  -0.03
O 10.683 -19.613 -16.499  -0.22
H 11.412 -25.661 -17.923  0.02
H 8.676 -16.982 -20.515  0.08
C 8.400 -17.935 -9.563  -0.25
O 11.962 -16.643 -13.785  -0.22
C 6.874 -18.027 -20.093  -0.40
O 15.377 -12.776 -14.230  -0.21
H 6.860 -17.039 -21.863  0.07
H 13.159 -12.648 -16.709  0.10
C 9.297 -19.072 -9.103  -0.20
H 12.107 -21.105 -17.085  0.09
H 10.583 -17.912 -12.803  0.08
H 14.831 -28.345 -13.609  0.08
O 10.141 -26.688 -18.415  -0.06
H 16.998 -11.534 -14.033  0.09
H 8.658 -19.840 -8.668  0.11
H 7.755 -20.324 -17.645  0.04
H 15.400 -21.059 -14.638  0.08
C 10.959 -20.670 -9.861  -0.19
H 14.836 -15.384 -14.760  0.11
N 13.129 -14.514 -15.675  -0.05
H 9.952 -18.779 -8.283  0.13
O 6.376 -19.153 -17.944  -0.26
H 5.559 -17.972 -21.603  0.07
H 11.677 -18.596 -13.983  0.08
H 9.304 -20.305 -17.505  0.04
H 9.823 -25.830 -15.918  0.07
H 15.479 -23.460 -23.498  0.08
H 4.834 -20.109 -16.909  0.09
C 8.732 -21.412 -19.111  -0.41
H 13.669 -14.724 -13.607  0.13
H 9.955 -26.891 -19.334  0.11
C 11.136 -18.504 -17.279  -0.07
H 9.651 -16.354 -11.341  0.07
N 6.183 -17.311 -21.164  0.03
H 14.424 -26.087 -19.394  0.09
C 8.035 -23.711 -13.141  -0.53
C 13.472 -13.091 -15.763  -0.19
H 12.544 -20.026 -15.782  0.11
H 7.531 -17.921 -8.906  0.12
H 8.778 -20.477 -19.670  0.12
H 15.001 -18.999 -16.511  0.12
O 10.433 -14.595 -14.779  -0.09
H 12.685 -24.520 -19.579  0.13
C 13.954 -22.093 -11.432  -0.10
H 10.326 -21.554 -9.789  0.11
H 10.355 -15.328 -10.141  0.09
O 8.937 -16.676 -9.382  -0.18
C 13.654 -26.035 -18.624  -0.07
H 13.182 -17.169 -15.345  0.10
H 10.818 -23.246 -16.344  0.06
H 4.913 -18.862 -19.250  0.12
N 10.147 -19.509 -10.209  -0.06
H 13.863 -25.815 -15.338  0.07
H 6.342 -24.283 -20.941  0.08

Properties
**Orbital gap**: 8.810 eV
**2S+1**: 1
**E_LUMO**: 0.39 eV
**Energy above the lowest of the compared OMol25 structures with the same formula, charge and spin**: 40.63 kcal per mole
**HOMO level**: -8.4 eV